1.
{"formula": "C50H62BIN6P2S2Sn", "method": "ωB97M-V with the def2-TZVPD basis set", "species": ["Sn", "S", "P", "C", "P", "S", "C", "C", "C", "C", "C", "C", "C", "C", "C", "C", "C", "C", "C", "C", "C", "C", "C", "C", "C", "C", "C", "C", "C", "C", "H", "H", "H", "H", "H", "H", "H", "H", "H", "H", "H", "H", "H", "H", "H", "H", "H", "H", "H", "H", "C", "C", "C", "C", "N", "N", "B", "N", "N", "C", "C", "C", "C", "C", "C", "C", "C", "N", "N", "C", "C", "C", "C", "C", "C", "C", "C", "C", "C", "C", "C", "H", "H", "H", "H", "H", "H", "H", "H", "H", "H", "H", "H", "H", "H", "H", "H", "H", "H", "H", "H", "H", "H", "H", "H", "H", "H", "H", "H", "H", "H", "H", "H", "H", "H", "H", "H", "H", "H", "H", "H", "I", "C", "H", "H"], "positions_angstrom": [[0.444, 0.758, -0.564], [-0.307, 3.500, -0.051], [-2.028, 2.511, 0.224], [-1.854, 0.869, -0.128], [-2.805, -0.425, 0.443], [-1.856, -1.941, 1.287], [-3.833, -1.074, -0.947], [-4.285, -2.389, -0.958], [-5.073, -2.852, -2.004], [-5.420, -2.002, -3.047], [-4.965, -0.690, -3.046], [-4.167, -0.235, -2.005], [-4.168, 0.065, 1.608], [-3.888, 0.115, 2.972], [-4.859, 0.486, 3.887], [-6.145, 0.789, 3.459], [-6.449, 0.707, 2.109], [-5.467, 0.348, 1.193], [-2.511, 2.864, 1.963], [-1.758, 2.190, 2.927], [-1.956, 2.436, 4.274], [-2.916, 3.356, 4.681], [-3.664, 4.033, 3.731], [-3.456, 3.795, 2.376], [-3.297, 3.385, -0.799], [-2.900, 4.097, -1.928], [-3.844, 4.639, -2.791], [-5.199, 4.491, -2.532], [-5.607, 3.791, -1.403], [-4.662, 3.240, -0.551], [-3.986, -3.045, -0.149], [-5.407, -3.883, -2.011], [-6.028, -2.367, -3.867], [-5.212, -0.025, -3.865], [-3.765, 0.772, -2.022], [-2.891, -0.150, 3.303], [-4.611, 0.539, 4.941], [-6.907, 1.077, 4.174], [-7.453, 0.923, 1.762], [-5.728, 0.270, 0.146], [-1.018, 1.462, 2.606], [-1.362, 1.904, 5.008], [-3.077, 3.544, 5.736], [-4.412, 4.753, 4.041], [-4.031, 4.347, 1.645], [-1.840, 4.210, -2.129], [-3.513, 5.176, -3.672], [-5.935, 4.915, -3.205], [-6.662, 3.668, -1.189], [-4.988, 2.693, 0.322], [5.383, -3.750, 0.767], [5.006, -2.590, -0.096], [5.761, -1.969, -1.070], [4.923, -0.943, -1.565], [3.760, -0.959, -0.946], [3.810, -1.960, -0.044], [2.630, -2.288, 0.895], [1.408, -2.756, 0.029], [0.999, -2.079, -1.077], [0.349, -2.942, -1.844], [0.286, -4.196, -1.218], [0.965, -4.033, -0.028], [1.144, -5.071, 1.032], [-0.100, -2.566, -3.239], [-0.403, -3.832, -4.048], [-1.374, -1.718, -3.193], [1.044, -1.809, -3.927], [2.415, -1.144, 1.919], [3.027, 0.054, 1.781], [2.868, 0.700, 2.919], [2.159, -0.097, 3.845], [1.901, -1.270, 3.165], [1.208, -2.496, 3.652], [3.414, 2.098, 3.095], [2.271, 3.113, 2.973], [4.462, 2.386, 2.018], [4.055, 2.229, 4.480], [5.231, 0.086, -2.625], [4.022, 0.990, -2.858], [5.596, -0.623, -3.935], [6.418, 0.941, -2.165], [6.390, -4.077, 0.503], [4.700, -4.592, 0.631], [5.370, -3.488, 1.827], [6.766, -2.225, -1.366], [2.948, -3.252, 1.540], [-0.192, -5.098, -1.564], [0.883, -6.045, 0.616], [0.479, -4.876, 1.878], [2.162, -5.113, 1.413], [-1.226, -4.395, -3.603], [0.472, -4.482, -4.107], [-0.698, -3.553, -5.064], [-2.222, -2.342, -2.902], [-1.589, -1.283, -4.174], [-1.302, -0.909, -2.466], [1.892, -2.478, -4.090], [1.396, -0.985, -3.308], [0.717, -1.414, -4.895], [1.864, 0.136, 4.857], [0.999, -2.395, 4.718], [1.824, -3.386, 3.499], [0.263, -2.645, 3.129], [1.775, 3.028, 2.006], [2.649, 4.135, 3.079], [1.519, 2.944, 3.748], [4.044, 2.221, 1.025], [5.322, 1.721, 2.124], [4.803, 3.424, 2.098], [3.311, 2.108, 5.271], [4.510, 3.218, 4.594], [4.829, 1.472, 4.623], [3.158, 0.412, -3.186], [4.249, 1.737, -3.623], [3.732, 1.502, -1.940], [4.756, -1.227, -4.284], [6.456, -1.283, -3.800], [5.840, 0.110, -4.711], [6.175, 1.449, -1.230], [6.661, 1.696, -2.918], [7.304, 0.324, -1.995], [1.101, 3.034, -3.558], [-0.037, 1.379, -2.745], [0.094, 0.624, -3.518], [-1.069, 1.729, -2.775]], "lowdin_charge": [0.925, 0.202, 0.367, -0.764, 0.354, 0.263, -0.359, -0.112, -0.103, -0.113, -0.093, -0.105, -0.305, -0.125, -0.091, -0.108, -0.104, -0.103, -0.322, -0.118, -0.096, -0.111, -0.098, -0.078, -0.317, -0.108, -0.091, -0.113, -0.096, -0.114, 0.067, 0.091, 0.088, 0.096, 0.093, 0.076, 0.099, 0.089, 0.092, 0.096, 0.108, 0.104, 0.091, 0.092, 0.092, 0.046, 0.097, 0.088, 0.094, 0.081, -0.047, -0.288, -0.001, -0.276, 0.149, 0.021, -0.531, 0.034, 0.070, -0.269, 0.003, -0.302, -0.038, -0.527, -0.072, -0.041, -0.057, 0.021, 0.118, -0.287, 0.004, -0.289, -0.036, -0.555, -0.050, -0.065, -0.069, -0.553, -0.112, -0.057, -0.055, 0.066, 0.068, 0.077, 0.091, 0.095, 0.095, 0.070, 0.073, 0.053, 0.075, 0.080, 0.079, 0.076, 0.091, 0.046, 0.085, 0.041, 0.084, 0.092, 0.072, 0.064, 0.027, 0.040, 0.078, 0.075, 0.073, 0.080, 0.075, 0.069, 0.073, 0.081, 0.052, 0.062, 0.064, 0.080, 0.070, 0.075, 0.082, 0.074, 0.071, 0.581, -0.874, -0.095, -0.074], "lumo_ev": 4.0, "total_charge": -2}



2.
{"formula": "C50H63N3O2P2S2V", "method": "ωB97M-V with the def2-TZVPD basis set", "species": ["V", "C", "S", "C", "C", "C", "N", "P", "C", "C", "C", "C", "C", "C", "C", "C", "C", "C", "C", "C", "P", "C", "C", "C", "C", "C", "C", "C", "C", "C", "C", "C", "C", "H", "H", "H", "H", "H", "H", "H", "H", "H", "H", "H", "H", "H", "H", "H", "H", "H", "H", "H", "H", "H", "H", "H", "H", "H", "H", "H", "H", "H", "C", "C", "N", "C", "C", "C", "C", "N", "H", "H", "H", "H", "H", "H", "H", "H", "H", "H", "H", "H", "H", "H", "C", "C", "O", "C", "C", "H", "H", "H", "H", "H", "H", "H", "H", "H", "H", "O", "S", "C", "C", "C", "C", "C", "C", "C", "C", "C", "C", "C", "C", "H", "H", "H", "H", "H", "H", "H", "H", "H", "H"], "positions_angstrom": [[-0.397, -0.295, 0.149], [3.617, 5.387, 3.233], [2.892, 5.683, 1.602], [4.062, 4.786, 0.510], [3.344, 3.751, -0.351], [2.632, 2.728, 0.532], [1.802, 1.782, -0.223], [2.075, 0.055, -0.192], [3.881, 0.017, 0.070], [4.687, 0.562, -0.933], [6.048, 0.678, -0.722], [6.611, 0.244, 0.469], [5.817, -0.340, 1.443], [4.449, -0.455, 1.247], [2.010, -0.429, -1.952], [2.501, -1.692, -2.279], [2.371, -2.174, -3.569], [1.759, -1.397, -4.542], [1.296, -0.128, -4.229], [1.407, 0.348, -2.933], [0.111, 2.001, -0.290], [-0.033, 3.666, -1.026], [0.020, 3.813, -2.411], [0.109, 5.074, -2.974], [0.125, 6.196, -2.160], [0.031, 6.057, -0.784], [-0.049, 4.800, -0.211], [-0.520, 2.252, 1.414], [0.181, 1.847, 2.551], [-0.367, 2.033, 3.811], [-1.611, 2.631, 3.950], [-2.322, 3.027, 2.823], [-1.785, 2.833, 1.564], [2.988, 5.900, 3.953], [4.622, 5.799, 3.271], [3.635, 4.321, 3.446], [4.813, 4.320, 1.145], [4.541, 5.530, -0.125], [4.083, 3.250, -0.976], [2.617, 4.242, -1.000], [1.997, 3.278, 1.236], [3.384, 2.174, 1.105], [4.251, 0.884, -1.868], [6.675, 1.106, -1.490], [7.670, 0.356, 0.631], [6.264, -0.698, 2.356], [3.824, -0.918, 1.999], [3.022, -2.268, -1.524], [2.758, -3.149, -3.825], [1.656, -1.769, -5.548], [0.861, 0.489, -5.000], [1.076, 1.347, -2.676], [-0.013, 2.949, -3.061], [0.167, 5.182, -4.047], [0.210, 7.178, -2.594], [0.026, 6.928, -0.149], [-0.123, 4.713, 0.863], [1.174, 1.422, 2.449], [0.184, 1.717, 4.685], [-2.024, 2.796, 4.932], [-3.292, 3.488, 2.927], [-2.325, 3.165, 0.683], [-5.085, 1.723, -0.513], [-5.085, 0.208, -0.326], [-4.229, -0.451, -1.309], [-4.929, -1.168, -2.369], [-5.579, -0.238, -3.391], [-2.905, -0.341, -1.262], [-2.090, -0.734, -2.462], [-2.245, 0.115, -0.220], [-5.729, 2.176, 0.234], [-5.466, 1.989, -1.494], [-4.087, 2.142, -0.417], [-6.100, -0.163, -0.459], [-4.769, -0.059, 0.688], [-5.709, -1.768, -1.895], [-4.244, -1.854, -2.864], [-6.449, 0.261, -2.972], [-5.912, -0.822, -4.244], [-4.883, 0.516, -3.749], [-2.020, -1.818, -2.568], [-1.075, -0.336, -2.361], [-2.537, -0.332, -3.370], [-2.831, 0.424, 0.553], [1.140, -1.660, 3.218], [-0.318, -1.689, 3.632], [-1.148, -1.478, 2.481], [-2.535, -1.643, 2.774], [-3.120, -0.477, 3.564], [1.765, -1.830, 4.092], [1.387, -0.687, 2.791], [1.338, -2.438, 2.482], [-0.517, -0.904, 4.371], [-0.568, -2.664, 4.074], [-2.681, -2.581, 3.326], [-3.025, -1.737, 1.797], [-2.711, -0.442, 4.571], [-4.196, -0.589, 3.648], [-2.900, 0.467, 3.068], [0.003, -1.922, -0.257], [-0.993, -2.975, 0.273], [-1.378, -3.956, -1.186], [-0.483, -4.125, -2.228], [-0.825, -4.978, -3.265], [-2.036, -5.653, -3.245], [-2.931, -5.463, -2.203], [-2.604, -4.607, -1.164], [0.092, -4.205, 1.003], [1.413, -4.306, 0.601], [2.192, -5.323, 1.124], [1.647, -6.219, 2.032], [0.329, -6.089, 2.442], [-0.461, -5.074, 1.929], [0.459, -3.599, -2.235], [-0.140, -5.129, -4.082], [-2.282, -6.335, -4.042], [-3.875, -5.987, -2.191], [-3.278, -4.456, -0.333], [1.824, -3.598, -0.104], [3.221, -5.416, 0.818], [2.253, -7.019, 2.421], [-0.087, -6.781, 3.157], [-1.493, -4.970, 2.232]], "lowdin_charge": [0.716, -0.392, 0.819, -0.441, -0.232, -0.276, -0.403, 1.023, -0.357, -0.085, -0.038, -0.034, -0.048, -0.084, -0.380, -0.103, -0.060, -0.043, -0.050, -0.113, 0.980, -0.324, -0.092, -0.046, -0.029, -0.046, -0.103, -0.372, -0.088, -0.043, -0.040, -0.047, -0.109, 0.036, 0.044, 0.028, 0.084, 0.081, 0.105, 0.099, 0.063, 0.117, 0.117, 0.123, 0.122, 0.118, 0.094, 0.109, 0.121, 0.119, 0.118, 0.054, 0.090, 0.120, 0.124, 0.122, 0.099, 0.094, 0.125, 0.128, 0.126, 0.108, -0.036, -0.167, -0.048, -0.184, -0.046, -0.362, 0.037, -0.003, 0.095, 0.082, 0.053, 0.135, 0.114, 0.135, 0.113, 0.083, 0.093, 0.082, 0.086, 0.059, 0.112, 0.070, -0.045, -0.223, -0.300, -0.266, -0.037, 0.105, 0.034, 0.060, 0.117, 0.137, 0.133, 0.088, 0.088, 0.094, 0.051, -0.622, 1.154, -0.377, -0.060, -0.028, -0.027, -0.036, -0.075, -0.367, -0.073, -0.028, -0.024, -0.029, -0.061, 0.093, 0.122, 0.125, 0.124, 0.116, 0.094, 0.123, 0.125, 0.126, 0.120], "spin_multiplicity": 3, "lumo_ev": [-8.7, -8.1], "total_charge": 3, "s_squared": 2.026}



3.
{"formula": "C50H64ClF4N12O2P", "method": "ωB97M-V with the def2-TZVPD basis set", "species": ["O", "C", "F", "N", "C", "O", "F", "P", "Cl", "C", "C", "F", "C", "C", "F", "H", "H", "H", "H", "H", "H", "H", "H", "H", "N", "C", "C", "C", "C", "H", "H", "H", "H", "H", "N", "C", "C", "C", "C", "H", "H", "H", "H", "H", "N", "C", "C", "C", "C", "H", "H", "H", "H", "H", "N", "C", "C", "C", "C", "H", "H", "H", "H", "H", "N", "C", "C", "C", "C", "H", "H", "H", "H", "H", "N", "C", "C", "C", "C", "H", "H", "H", "H", "H", "N", "C", "C", "C", "C", "H", "H", "H", "H", "H", "N", "C", "C", "C", "C", "H", "H", "H", "H", "H", "N", "C", "C", "C", "C", "H", "H", "H", "H", "H", "N", "C", "C", "C", "C", "H", "H", "H", "H", "H", "N", "C", "C", "C", "C", "H", "H", "H", "H", "H"], "positions_angstrom": [[2.747, -1.889, -3.586], [1.572, -1.721, -3.775], [0.642, -2.059, -2.883], [1.003, -1.084, -4.891], [0.615, -1.930, -5.891], [0.137, -1.633, -6.955], [0.816, -3.205, -5.538], [-0.186, 0.328, -4.518], [-1.375, 2.125, -3.948], [-1.675, -0.710, -4.393], [-2.521, -0.701, -5.655], [-2.951, -1.978, -5.892], [0.344, 1.237, -5.986], [1.255, 2.391, -5.580], [2.251, 2.490, -6.514], [0.536, 0.541, -3.357], [-1.456, -1.713, -4.084], [-2.262, -0.273, -3.611], [-3.392, -0.086, -5.520], [-1.991, -0.330, -6.518], [-0.534, 1.614, -6.471], [0.891, 0.617, -6.668], [0.702, 3.313, -5.559], [1.716, 2.235, -4.616], [1.211, 0.713, 1.124], [0.520, 0.543, -0.043], [0.247, 1.784, -0.557], [0.795, 2.737, 0.343], [1.379, 2.045, 1.374], [1.539, -0.030, 1.712], [0.281, -0.442, -0.404], [-0.291, 1.996, -1.469], [0.752, 3.808, 0.241], [1.897, 2.384, 2.255], [0.243, -7.483, -2.434], [0.433, -6.794, -3.601], [0.440, -5.458, -3.303], [0.253, -5.341, -1.896], [0.135, -6.607, -1.390], [0.188, -8.481, -2.357], [0.544, -7.309, -4.539], [0.564, -4.661, -4.008], [0.207, -4.431, -1.323], [-0.024, -6.958, -0.386], [-1.647, 5.710, 3.033], [-2.934, 6.065, 3.331], [-3.759, 5.082, 2.856], [-2.935, 4.095, 2.245], [-1.636, 4.510, 2.373], [-0.834, 6.250, 3.261], [-3.151, 6.981, 3.851], [-4.833, 5.071, 2.932], [-3.259, 3.185, 1.769], [-0.716, 4.056, 2.051], [7.280, 0.753, -5.402], [5.951, 0.907, -5.124], [5.421, -0.337, -4.907], [6.476, -1.278, -5.061], [7.610, -0.574, -5.365], [7.916, 1.500, -5.602], [5.498, 1.883, -5.103], [4.397, -0.552, -4.665], [6.407, -2.347, -4.959], [8.616, -0.902, -5.557], [-3.536, 1.652, 4.625], [-4.853, 1.951, 4.832], [-5.527, 0.773, 5.023], [-4.576, -0.279, 4.931], [-3.357, 0.295, 4.684], [-2.817, 2.329, 4.444], [-5.195, 2.971, 4.825], [-6.583, 0.677, 5.209], [-4.765, -1.334, 5.033], [-2.384, -0.142, 4.546], [-3.748, 0.947, 8.372], [-5.026, 0.647, 8.745], [-5.035, 0.454, 10.101], [-3.706, 0.649, 10.565], [-2.937, 0.953, 9.474], [-3.451, 1.130, 7.430], [-5.815, 0.596, 8.015], [-5.897, 0.202, 10.694], [-3.354, 0.573, 11.580], [-1.887, 1.171, 9.392], [3.422, 4.981, 0.276], [4.632, 4.733, -0.303], [5.295, 5.925, -0.421], [4.445, 6.935, 0.109], [3.300, 6.319, 0.538], [2.735, 4.279, 0.483], [4.921, 3.731, -0.570], [6.279, 6.059, -0.836], [4.654, 7.989, 0.174], [2.414, 6.717, 1.001], [1.014, 1.163, 10.463], [0.806, 1.535, 11.764], [1.260, 0.524, 12.565], [1.762, -0.499, 11.713], [1.596, -0.075, 10.424], [0.774, 1.713, 9.662], [0.355, 2.482, 12.005], [1.234, 0.515, 13.641], [2.193, -1.438, 12.015], [1.840, -0.545, 9.488], [7.848, 2.184, 1.858], [6.560, 2.610, 2.020], [5.735, 1.652, 1.496], [6.559, 0.606, 0.996], [7.857, 0.963, 1.237], [8.662, 2.690, 2.148], [6.342, 3.553, 2.490], [4.658, 1.696, 1.470], [6.237, -0.301, 0.514], [8.781, 0.457, 1.020], [-4.311, -7.877, -2.071], [-5.063, -8.709, -1.286], [-4.211, -9.585, -0.672], [-2.893, -9.266, -1.104], [-2.990, -8.206, -1.966], [-4.674, -7.136, -2.638], [-6.132, -8.607, -1.232], [-4.497, -10.367, 0.010], [-1.982, -9.761, -0.811], [-2.242, -7.661, -2.509], [-4.115, 0.041, -9.228], [-5.456, 0.237, -9.035], [-6.036, -0.991, -8.867], [-5.004, -1.966, -8.961], [-3.832, -1.298, -9.183], [-3.443, 0.767, -9.383], [-5.879, 1.226, -9.036], [-7.083, -1.172, -8.695], [-5.112, -3.033, -8.873], [-2.825, -1.657, -9.309]], "lowdin_charge": [0.185, -0.532, 0.121, -0.037, -0.552, 0.139, 0.132, 0.741, 0.254, -0.277, -0.259, -0.021, -0.306, -0.276, -0.032, 0.036, 0.092, 0.058, 0.119, 0.090, 0.075, 0.085, 0.098, 0.105, 0.018, -0.126, -0.100, -0.138, -0.149, 0.148, 0.103, 0.032, 0.086, 0.112, -0.007, -0.133, -0.100, -0.105, -0.148, 0.142, 0.108, 0.059, 0.082, 0.110, 0.006, -0.137, -0.116, -0.119, -0.135, 0.141, 0.107, 0.090, 0.096, 0.078, -0.003, -0.141, -0.107, -0.106, -0.145, 0.140, 0.103, 0.059, 0.090, 0.103, 0.007, -0.142, -0.121, -0.112, -0.150, 0.128, 0.103, 0.092, 0.092, 0.103, 0.016, -0.141, -0.113, -0.113, -0.145, 0.119, 0.096, 0.087, 0.088, 0.087, 0.015, -0.143, -0.111, -0.115, -0.147, 0.089, 0.104, 0.088, 0.087, 0.099, -0.005, -0.145, -0.112, -0.112, -0.144, 0.134, 0.105, 0.089, 0.089, 0.103, 0.005, -0.146, -0.126, -0.108, -0.140, 0.142, 0.108, 0.074, 0.090, 0.105, 0.006, -0.143, -0.114, -0.116, -0.142, 0.144, 0.104, 0.088, 0.084, 0.087, -0.001, -0.146, -0.111, -0.110, -0.148, 0.139, 0.103, 0.088, 0.091, 0.109], "lumo_ev": 0.1, "relative_energy_ev": 0.000}



For each record above, in turn, the calculated E values are -4287.18012; -4680.05405; -3952.14189 Ha.
For each record above, in turn, the calculated max |F| values are 0.37; 4.14; 2.80 eV/A.